Record 1
Computed, not measured: a cluster of 5 separate species, C13H33NO10S3 in total, with ωB97M-V/def2-TZVPD.

Geometry (Å):
C -7.499 1.543 -4.237
C -5.987 1.670 -4.441
O -5.376 1.469 -3.177
S -4.408 2.598 -2.539
C -5.551 3.446 -1.412
O -3.491 1.858 -1.713
O -3.928 3.501 -3.548
H -7.683 0.551 -3.814
H -8.136 1.733 -5.095
H -7.819 2.190 -3.414
H -5.613 0.927 -5.146
H -5.782 2.632 -4.920
H -6.243 4.155 -1.854
H -4.926 4.017 -0.718
H -6.019 2.723 -0.746
C 7.486 -3.659 2.483
C 6.047 -3.468 2.081
O 6.022 -2.486 1.024
S 4.640 -1.704 0.722
C 3.761 -2.993 -0.226
O 3.969 -1.545 1.991
O 4.944 -0.582 -0.116
H 7.594 -4.617 2.993
H 7.879 -2.887 3.144
H 8.112 -3.651 1.592
H 5.678 -4.405 1.639
H 5.334 -3.219 2.864
H 2.734 -2.726 -0.446
H 3.851 -3.958 0.262
H 4.369 -2.981 -1.133
C -0.072 -0.996 3.935
C 1.214 -0.162 3.964
O 1.099 0.938 4.831
S 2.347 1.954 5.002
C 2.266 2.773 3.380
O 1.915 2.876 6.015
O 3.571 1.200 5.148
H -0.943 -0.416 3.627
H -0.221 -1.259 4.985
H 0.003 -1.898 3.337
H 1.989 -0.845 4.337
H 1.603 -0.032 2.947
H 2.315 2.029 2.592
H 3.127 3.434 3.310
H 1.339 3.336 3.382
C -1.862 -0.455 -4.912
C -3.174 -1.086 -4.712
N -4.216 -1.527 -4.527
H -1.540 -0.013 -3.970
H -1.901 0.294 -5.699
H -1.196 -1.264 -5.212
C 0.657 -0.419 -0.181
C -0.592 0.439 -0.334
O -1.039 0.402 -1.687
H 1.563 0.025 -0.602
H 0.441 -1.399 -0.604
H 0.980 -0.492 0.862
H -0.382 1.476 -0.047
H -1.358 0.094 0.368
H -1.896 0.859 -1.635

Atomic forces in eV per Å
C 0.2714 -0.5317 1.1890
C -1.3904 0.3974 -1.4726
O 1.2979 0.9240 0.6463
S -1.0765 -0.2597 0.1399
C 0.9948 0.0549 0.6996
O -0.4135 0.4077 -0.2872
O -0.3215 -0.4988 0.4841
H -0.1871 -0.1217 -0.4469
H 0.2661 -0.0783 -0.2114
H 0.0887 0.3616 -0.2539
H 0.0391 -0.2345 0.3242
H 0.4072 0.1243 0.5808
H -0.0407 -0.3603 -0.4910
H 0.2553 0.0611 -0.3481
H -0.2292 -0.2624 -0.5042
C 0.2236 0.1176 0.2748
C -0.3489 -0.7712 -0.4592
O -0.6305 1.0864 -0.4760
S -0.4717 -1.2047 0.8940
C 1.2626 0.9680 -0.2980
O 0.1040 0.3201 -0.6768
O -0.0565 -0.7554 0.4026
H 0.0379 0.0021 -0.0435
H -0.2538 0.1057 -0.0013
H -0.0320 -0.1933 -0.0269
H 0.0991 0.0604 0.0232
H 0.3417 0.3456 0.1635
H -0.0076 0.2057 0.1884
H -0.0642 0.0976 0.2338
H -0.3295 -0.3229 -0.1900
C 0.0184 1.0858 1.1130
C 0.9426 -2.8353 -0.8167
O 0.0429 0.9808 0.0420
S -0.1601 -0.2086 -0.4202
C 0.3954 -0.2403 0.9510
O 0.3386 -0.5211 -0.5923
O -1.0010 0.6214 -0.2588
H 0.0471 0.0161 -0.1696
H -0.3567 -0.3109 -0.1447
H 0.2690 0.0432 -0.1089
H -0.0124 0.2070 0.3575
H -0.3385 1.1821 0.0457
H -0.0470 -0.0454 0.0286
H -0.0214 0.0196 0.0520
H -0.0313 -0.0223 -0.0910
C -0.3643 -0.6476 0.0961
C 0.1655 0.6422 -0.0127
N -0.1643 -0.1668 -0.0464
H 0.1599 -0.0397 -0.0519
H -0.0823 0.0168 0.0006
H 0.2888 0.2426 0.0559
C 0.2556 0.4595 0.3398
C 0.7218 0.1808 0.1691
O -0.4089 0.1044 0.7122
H -0.3276 -0.0266 -0.7147
H 0.2732 -0.1209 0.0604
H -0.5715 -0.3380 0.1340
H 0.1089 0.0116 -0.0159
H -0.1417 -0.2093 -0.2023
H 0.1657 -0.1262 -0.5690

As for the LUMO energy: 0.4 eV. Its total charge is 0.


Record 2
Computed, not measured: a cluster of 3 separate species, C13H34B2FNO6P in total, with ωB97M-V/def2-TZVPD.

Geometry (Å):
C 3.810 -0.731 0.258
B 2.998 -0.319 -1.090
O 2.664 -1.355 -1.996
P 2.567 1.535 -1.405
F 2.997 1.933 -2.980
C 3.565 2.594 -0.173
C 4.095 3.833 -1.033
C 3.002 4.889 -1.467
N 5.334 3.941 -1.380
B 0.713 1.988 -1.132
C -0.152 1.545 0.169
O 0.043 2.795 -2.115
H 4.858 -0.289 0.239
H 3.275 -0.362 1.185
H 3.870 -1.862 0.322
H 2.969 -1.055 -2.881
H 4.412 2.016 0.294
H 2.835 2.913 0.628
H 2.320 4.434 -2.258
H 3.532 5.781 -1.895
H 2.337 5.139 -0.590
H 5.400 4.821 -1.921
H 0.551 1.646 1.057
H -0.458 0.471 0.003
H -1.040 2.243 0.270
H 0.216 3.739 -1.916
C -3.659 -0.186 -0.543
O -3.762 1.140 -0.049
C -4.239 2.051 -1.039
C -5.704 2.394 -0.814
O -6.540 1.269 -1.060
C -6.995 0.659 0.141
H -3.451 -0.848 0.299
H -4.586 -0.511 -1.022
H -2.831 -0.257 -1.258
H -4.082 1.653 -2.046
H -3.646 2.966 -0.941
H -5.997 3.170 -1.529
H -5.863 2.789 0.194
H -7.726 1.306 0.635
H -6.168 0.447 0.823
H -7.482 -0.280 -0.120
C 0.465 -2.893 0.674
O 0.286 -3.089 2.065
C -0.338 -4.338 2.360
C 0.675 -5.356 2.860
O 1.573 -5.742 1.824
C 2.845 -5.126 1.953
H 1.088 -2.006 0.533
H 0.962 -3.746 0.206
H -0.504 -2.720 0.193
H -0.879 -4.722 1.490
H -1.067 -4.149 3.154
H 0.141 -6.260 3.171
H 1.219 -4.972 3.729
H 3.382 -5.551 2.806
H 2.757 -4.042 2.073
H 3.414 -5.332 1.046

Atomic forces in eV per Å
C -0.8580 0.0950 -0.1015
B 0.9523 -3.7420 0.2506
O 1.3743 2.7603 0.6783
P 1.8172 1.5124 -1.6507
F -0.7209 -0.6992 2.9821
C 0.3478 0.6647 -0.9927
C 0.1727 0.6869 -0.2906
C -0.0243 -1.0887 0.2821
N -2.3712 -0.1634 0.6717
B -3.8814 1.4176 -0.4810
C 1.5338 0.4810 -0.6295
O 2.0650 -0.7335 1.8094
H -1.2022 -0.4783 0.0348
H 0.7569 -0.2841 -0.7685
H -0.0134 1.3925 -0.1461
H -0.8865 -0.4911 0.1043
H -0.9118 0.5164 -0.7242
H 0.7725 -0.2367 -0.8851
H 0.9703 0.5660 0.7308
H -0.8037 -0.7585 0.5014
H 0.8321 0.0748 -0.8530
H 0.3508 -0.5653 0.2456
H -1.1299 -0.4966 -0.6363
H 0.1332 0.9898 0.5365
H 0.9906 -1.0938 -0.1184
H -0.3632 -0.4064 -0.4994
C 0.0238 0.0423 0.1947
O 0.0303 -0.1573 -0.2731
C -0.0810 0.2343 0.4802
C -0.0805 -0.2012 -0.5153
O 0.2147 0.0174 0.3300
C -0.0937 -0.0199 -0.1199
H 0.0016 0.1077 0.0163
H 0.0443 0.0174 -0.0490
H -0.0408 -0.0842 -0.1183
H -0.0871 -0.0367 0.0323
H -0.0226 0.0384 -0.0463
H 0.0568 0.0374 0.0280
H 0.0881 -0.0611 -0.0021
H 0.0380 -0.0427 0.0940
H -0.0154 0.0451 0.0216
H 0.0099 0.0847 -0.0836
C -0.0807 -0.0193 0.2058
O 0.0819 -0.0173 -0.3561
C 0.1704 0.0882 0.5078
C -0.2264 -0.2719 -0.4054
O 0.1361 0.3804 0.1281
C -0.0631 -0.1957 -0.0850
H -0.0124 0.0117 0.1040
H -0.0294 0.0098 -0.0447
H 0.0209 -0.0407 -0.1440
H 0.0976 -0.0206 -0.0081
H -0.0068 -0.0289 -0.0233
H -0.0259 0.0513 0.0335
H -0.0325 0.0712 -0.0618
H 0.0627 0.1175 0.0132
H -0.0035 0.0088 0.0737
H -0.0785 -0.0859 0.0224

As for the LUMO energy: -5.1 eV. Its total charge is +1.


Record 3
Computed, not measured: a cluster of 3 separate species, C13H34BN4O4 in total, with ωB97M-V/def2-TZVPD.

Geometry (Å):
C -1.279 -1.586 0.472
C -1.639 -1.342 -0.787
C -1.291 -0.118 -1.589
B -1.820 1.332 -0.981
C -3.216 1.817 -1.731
N -4.308 2.321 -0.840
C -0.667 2.508 -1.080
O 0.247 2.425 -2.237
N 1.432 1.900 -1.903
O 2.057 1.542 -2.855
H -1.704 -2.403 1.044
H -0.580 -0.921 0.968
H -2.214 -2.116 -1.295
H -1.683 -0.248 -2.603
H -0.200 -0.110 -1.712
H -2.086 1.239 0.220
H -3.037 2.610 -2.470
H -3.652 0.967 -2.268
H -3.891 2.986 -0.195
H -4.574 1.543 -0.244
H -1.128 3.495 -1.198
H -0.035 2.552 -0.187
C -1.117 -7.003 -0.951
C 0.060 -6.239 -0.347
C 0.396 -6.661 1.089
O -0.490 -6.184 2.082
C -1.684 -6.917 2.242
N -0.187 -4.809 -0.493
H -2.066 -6.622 -0.574
H -1.124 -6.873 -2.032
H -1.060 -8.071 -0.730
H 0.949 -6.478 -0.941
H 1.370 -6.239 1.350
H 0.479 -7.756 1.158
H -1.516 -7.989 2.080
H -2.472 -6.580 1.564
H -2.024 -6.765 3.266
H 0.631 -4.272 -0.223
H -0.900 -4.521 0.171
C 1.568 6.407 1.153
C 1.674 5.042 0.479
C 2.708 4.108 1.115
O 4.062 4.430 0.832
C 4.627 5.439 1.635
N 1.886 5.228 -0.957
H 2.393 7.059 0.863
H 0.644 6.898 0.846
H 1.566 6.318 2.241
H 0.711 4.537 0.592
H 2.555 3.107 0.707
H 2.563 4.055 2.204
H 4.241 5.395 2.660
H 4.443 6.442 1.239
H 5.704 5.273 1.660
H 1.831 4.319 -1.407
H 2.846 5.528 -1.101

Atomic forces in eV per Å
C 0.0734 0.1727 -0.1503
C -0.0073 -0.0587 -0.0969
C 0.3491 -0.2381 0.1055
B -0.2300 0.1515 -0.2483
C 0.0578 -0.2133 0.3113
N -0.0527 0.0891 -0.1162
C -0.1504 0.2297 0.3067
O -0.0134 -0.2808 -0.1470
N 0.0280 -0.2638 -0.1409
O -0.0966 0.3176 0.1793
H 0.2573 -0.2043 -0.0739
H -0.2583 0.1152 0.2320
H -0.3451 0.1498 0.1332
H 0.0379 0.0217 -0.0494
H 0.0291 0.0363 0.0647
H 0.1205 -0.0181 0.0243
H -0.0027 -0.1053 -0.1192
H -0.0373 0.1026 -0.1722
H 0.0166 -0.0143 0.0276
H 0.0540 0.0221 0.0699
H 0.0679 0.0357 0.0112
H 0.1235 -0.1136 -0.0896
C 0.0236 -0.0393 -0.0300
C -0.1093 0.0549 0.0100
C 0.0886 -0.0027 -0.0082
O -0.0221 -0.0078 0.0032
C 0.0125 0.0068 0.0277
N 0.1037 -0.0897 0.1716
H 0.0044 -0.0021 0.0128
H -0.0151 0.0345 0.0054
H 0.0004 0.0020 0.0031
H 0.0138 -0.0339 0.0287
H -0.0187 0.0227 0.0166
H -0.0168 0.0006 -0.0226
H -0.0103 -0.0027 0.0032
H 0.0078 -0.0209 -0.0171
H -0.0015 0.0017 -0.0022
H 0.0101 0.0354 -0.1387
H -0.0796 0.0395 -0.1187
C -0.0255 0.0025 -0.0019
C 0.0172 0.1250 0.0003
C -0.0552 -0.0821 -0.0042
O 0.0049 0.0485 0.0027
C 0.0264 -0.0366 0.0072
N 0.1417 -0.1468 0.0457
H 0.0107 -0.0090 0.0083
H 0.0139 0.0061 -0.0268
H -0.0001 -0.0027 -0.0005
H 0.0260 -0.0088 0.0422
H 0.0415 0.0070 -0.0275
H -0.0225 0.0211 -0.0064
H 0.0079 0.0077 0.0038
H -0.0232 0.0013 0.0190
H -0.0010 0.0025 -0.0007
H -0.1588 0.0853 -0.0987
H -0.0166 0.0463 0.0310

As for the LUMO energy: 2.6 eV. Its total charge is -1.


Table of maximum force (hartree/bohr), in record order: 0.0602 0.0809 0.0085
Table of orbital gap (hartree), in record order: 0.3848 0.2239 0.2540